The following is a DFT calculation (the ωB97M-V functional and the def2-TZVPD basis) of a structure of composition C11H25AsIrN5O2 at a distorted geometry.

The value obtained for the molar mass is 526.49 g/mol. The calculation puts the relative energy (zero: lowest compared OMol25 entry of this formula, charge and spin) at 0.824 eV. As for the total charge: +2. Its HOMO energy is -15.993 eV. Its LUMO energy is -8.40 eV.

```
45
Properties=species:S:1:pos:R:3:nbo_charge:R:1
H -1.63 -1.40 -2.16 0.421
H 1.95 0.18 3.95 0.189
C -0.03 -2.31 -3.12 -0.226
C 0.71 2.08 -4.08 -0.944
N -0.66 0.22 3.00 -0.138
H 0.01 0.28 6.32 0.240
H -0.67 -2.01 5.58 0.227
O 3.28 -1.23 -3.69 -0.482
H 0.18 2.62 -4.86 0.266
H 1.82 -3.30 -3.57 0.292
H -0.64 3.53 -1.44 0.264
As -0.62 1.45 -2.85 1.365
H 1.59 1.63 4.92 0.214
C -2.04 0.64 -3.88 -0.971
H 2.37 0.24 5.65 0.252
C -0.87 0.50 4.44 -0.213
H -1.67 -0.19 -4.47 0.254
C -1.40 2.99 -2.00 -0.960
N -1.13 -0.91 2.44 0.026
H 0.57 -1.97 4.32 0.197
H -0.95 1.58 4.53 0.232
H -0.69 -2.25 -1.15 0.429
H 1.62 -2.96 -1.87 0.243
N -0.77 -0.90 1.23 -0.091
O 1.82 -0.18 -2.44 -0.696
C 1.61 0.54 4.93 -0.620
N -0.05 0.23 0.96 -0.503
H 1.28 1.25 -4.49 0.280
H -1.83 0.05 4.68 0.253
N -0.65 -1.61 -1.95 -0.661
H -2.86 0.33 -3.23 0.256
H -0.58 -3.24 -3.26 0.250
C -0.01 0.92 2.09 0.235
C 0.26 -0.06 5.31 -0.233
H -2.22 2.69 -1.35 0.263
C 1.45 -2.56 -2.87 -0.554
C 0.29 -1.58 5.30 -0.615
H 0.49 1.86 2.26 0.264
H -1.78 3.63 -2.80 0.275
C 2.28 -1.30 -3.06 0.764
H -0.17 -1.69 -4.00 0.215
H 1.04 -1.95 6.01 0.242
H -2.42 1.41 -4.56 0.285
Ir 0.31 0.02 -1.23 0.941
H 1.39 2.76 -3.56 0.273
```

---

The following is a DFT calculation (the ωB97M-V functional and the def2-TZVPD basis) of an isolated molecule of C2H4N4.

The SMILES is N[C@H]1C=NN=N1. The value obtained for the molar mass is 84.08 g/mol. The calculation puts the relative energy (zero: lowest compared OMol25 entry of this formula, charge and spin) at 2.587 eV. Its HOMO energy is -10.151 eV. Its LUMO energy is -0.05 eV.

```
10
Properties=species:S:1:pos:R:3:nbo_charge:R:1
C -0.18 -0.16 -0.14 -0.046
H -1.95 0.76 -0.40 0.367
C 0.88 0.85 0.09 0.071
N 1.99 0.27 0.38 -0.277
H -2.09 -0.77 0.14 0.378
N -1.55 0.08 0.24 -0.808
H -0.06 -0.45 -1.20 0.227
N 0.47 -1.37 0.35 -0.128
H 0.80 1.92 0.02 0.218
N 1.68 -1.13 0.52 -0.002
```

---

The following is a DFT calculation (the ωB97M-V functional and the def2-TZVPD basis) of a cluster of 11 separate species, C10H33B3IN10O24P in total at a distorted geometry.

The SMILES is O=[PH2]B1OBOB(I)O1.C[N+](=O)[O-].C[N+](=O)[O-].C[N+](=O)[O-].C[N+](=O)[O-].C[N+](=O)[O-].C[N+](=O)[O-].C[N+](=O)[O-].C[N+](=O)[O-].C[N+](=O)[O-].C[N+](=O)[O-]. The value obtained for the molar mass is 867.73 g/mol. Its HOMO energy is -9.649 eV. Its LUMO energy is -0.98 eV.

```
82
Properties=species:S:1:pos:R:3:mulliken_charge:R:1
C 5.08 0.15 -4.72 -0.723
O 4.10 -4.13 1.85 -0.369
H -2.03 5.58 10.42 0.313
O 2.87 -0.26 -5.32 -0.527
O 3.35 -1.68 1.81 -0.204
O -5.78 -4.15 -9.83 -0.521
C -1.60 5.53 9.42 -0.540
H -1.94 -3.45 -9.66 0.313
O -3.23 5.91 7.12 -0.528
H -0.14 -1.07 3.75 0.030
H -6.78 -3.69 -7.47 0.288
N -1.69 1.50 7.84 0.882
H -2.78 -0.42 -1.91 0.350
H 7.97 -1.13 -0.58 0.235
N -3.55 5.71 5.94 0.796
C -2.60 1.02 6.77 -0.530
H -2.03 0.40 6.07 0.142
H 9.14 -1.40 -1.91 0.310
H -3.56 6.48 3.97 0.296
N -0.78 -1.74 -9.34 0.861
H 9.30 0.05 -0.87 0.279
N -1.13 -2.49 -5.14 0.897
H -5.20 -4.55 -7.32 0.279
H -2.74 -1.89 -10.08 0.322
C -2.11 -2.42 -9.36 -0.569
O -0.16 -1.70 -10.40 -0.544
N -5.40 -3.31 -9.00 0.863
H 2.80 -0.06 6.22 0.278
H -2.54 -2.37 -8.36 0.120
O 0.77 1.17 4.36 -0.511
H 5.90 -0.39 -4.23 0.270
O -5.39 -1.88 -3.08 -0.525
I 3.68 -2.83 -1.15 0.099
O 7.72 -0.18 -3.43 -0.553
C -3.32 -0.88 -2.74 -0.605
H -0.30 -3.01 2.47 0.051
H 5.35 0.42 -5.74 0.303
O 2.72 -3.12 3.79 -0.405
O -0.41 -1.26 -8.26 -0.525
H -0.22 -0.73 -4.48 0.270
O 4.00 -1.87 -4.32 -0.531
O 0.35 6.25 8.37 -0.538
O -1.02 -3.63 -4.67 -0.531
N 3.89 -0.74 -4.79 0.909
H -3.02 1.89 6.27 0.224
C 8.60 -0.65 -1.33 -0.667
B 2.27 -2.17 2.71 0.684
H -2.23 6.06 8.70 0.348
N 7.71 0.13 -2.24 0.870
B 3.15 -4.32 2.99 0.406
N -0.28 6.21 9.44 0.898
H -5.31 -2.80 -6.95 0.320
H -3.48 -0.16 -3.54 0.279
O -4.80 -2.26 -9.25 -0.529
C -5.69 -3.61 -7.57 -0.708
C -3.23 6.79 4.97 -0.737
H 1.65 0.89 7.23 0.309
H 0.88 -2.15 -4.58 0.342
B 3.73 -2.93 1.05 0.157
P 0.41 -1.73 2.56 0.341
H -2.79 -1.77 -3.10 0.162
O -2.18 2.21 8.72 -0.533
H 2.55 1.69 5.89 0.338
O 0.34 -0.62 5.56 -0.522
H -1.43 4.50 9.12 0.126
O 7.03 1.02 -1.72 -0.484
N -4.65 -1.33 -2.25 0.848
O -2.15 -2.02 -5.66 -0.467
O 0.03 -0.95 1.21 -0.684
H 2.79 -5.42 3.27 -0.055
H -3.76 7.69 5.29 0.298
H 4.80 1.03 -4.13 0.303
C 0.06 -1.60 -5.06 -0.728
O -4.10 4.70 5.50 -0.492
H -2.15 6.94 4.98 0.305
H 0.33 -1.33 -6.09 0.271
N 0.97 0.41 5.31 0.926
O 0.10 6.69 10.51 -0.532
O -4.92 -1.12 -1.06 -0.531
C 2.08 0.76 6.24 -0.825
H -3.39 0.43 7.26 0.288
O -0.50 1.16 7.77 -0.523
```

---

The following is a DFT calculation (the ωB97M-V functional and the def2-TZVPD basis) of a structure of composition C24H47FeO4P at a distorted geometry.

As for the expectation value of S²: 6.006. The value obtained for the molar mass is 486.45 g/mol. As for the total charge: +2. Its HOMO energy (spin up / spin down) is -15.265 / -15.271 eV. Its LUMO energy (spin up / spin down) is -6.65 / -7.55 eV. The spin multiplicity is 5.

```
77
Properties=species:S:1:pos:R:3:mulliken_charge:R:1
C -3.24 -2.78 0.16 -0.720
H -1.28 5.27 -1.45 0.386
H -0.72 2.37 -2.16 0.187
H -2.91 1.90 -1.12 -0.056
H 2.31 -4.05 -2.51 0.317
H 0.17 2.95 2.86 0.446
H -4.29 -4.43 -1.58 0.337
H -3.18 -1.71 0.38 0.160
H -3.54 4.79 -1.73 0.350
C 1.51 0.45 -1.80 0.386
H -1.30 1.15 2.32 0.634
C 0.62 1.96 2.88 -0.681
H 3.28 1.55 0.74 0.399
C 3.40 2.31 -1.26 -0.976
C 0.73 1.47 4.33 -0.962
H 2.13 2.83 0.38 0.454
H -0.02 -4.64 1.58 0.533
H 1.23 2.24 4.92 0.459
O -0.96 -2.98 0.72 0.135
H 1.12 -0.45 5.24 0.346
H -4.13 2.94 -0.41 0.542
H -2.27 -4.60 0.82 0.443
H 2.56 0.36 4.64 0.365
C -2.13 3.21 0.37 -0.923
H -3.27 3.48 -2.85 0.354
C -2.92 3.92 -1.91 -0.815
H 2.88 -0.29 -3.28 0.508
C 3.97 1.08 -1.97 -0.853
C -2.25 -3.53 1.01 -0.439
H 1.52 -4.94 -0.36 0.525
H 4.78 0.66 -1.37 0.351
H 1.20 1.28 -2.43 0.505
C -0.24 0.98 2.08 0.052
O -2.93 -2.90 -1.23 -0.360
H -2.61 -4.97 -1.41 0.251
C -1.45 4.37 -2.04 -1.101
H 0.71 -4.53 -3.13 0.345
C -0.67 2.97 -0.08 0.228
H 4.22 2.96 -0.96 0.531
C 1.44 -0.66 3.11 -0.618
H 2.78 2.88 -1.95 0.176
H -1.23 4.63 -3.08 0.444
C 0.56 -4.43 -0.47 -0.765
H 1.76 -0.07 0.24 0.293
O -1.14 0.26 -0.40 -1.017
C 2.59 1.93 -0.02 -0.947
C 1.52 0.85 -0.32 0.779
C 1.51 0.15 4.41 -0.971
H -3.13 -4.10 -2.87 0.285
Fe -0.94 -1.66 -1.26 1.171
H 1.26 -2.85 -3.29 0.297
O 0.68 -3.35 -1.40 -0.179
H -2.24 4.25 0.67 0.608
H -0.17 -5.16 -0.83 0.333
C -0.49 3.27 -1.58 -0.403
H 3.16 -0.92 -1.66 0.187
H 1.61 -1.71 3.32 0.600
C 1.27 -3.73 -2.66 -0.899
H 1.63 2.03 2.46 0.131
C 2.90 -0.02 -2.23 -0.798
C 0.17 -3.84 0.86 -0.538
H -2.37 2.60 1.24 0.303
H 0.06 -1.09 1.50 -1.069
P -0.17 1.25 0.27 -0.063
H 4.40 1.40 -2.92 0.364
C -3.10 2.91 -0.77 -0.364
H -0.69 -0.89 3.07 0.638
C -3.25 -4.19 -1.80 -0.719
H -2.49 -3.35 2.07 0.301
H -4.26 -3.14 0.35 0.516
H 0.79 -0.38 -1.96 -0.971
H 0.98 -3.22 1.24 0.177
H 0.54 3.57 -1.79 0.047
H 2.24 -0.33 2.44 0.087
C 0.08 -0.50 2.41 0.548
H -0.28 1.36 4.73 0.372
H 0.00 3.61 0.51 1.021
```

---

Copy entry 4 word for word.
The following is a DFT calculation (the ωB97M-V functional and the def2-TZVPD basis) of a structure of composition C24H47FeO4P at a distorted geometry.

As for the expectation value of S²: 6.006. The value obtained for the molar mass is 486.45 g/mol. As for the total charge: +2. Its HOMO energy (spin up / spin down) is -15.265 / -15.271 eV. Its LUMO energy (spin up / spin down) is -6.65 / -7.55 eV. The spin multiplicity is 5.

```
77
Properties=species:S:1:pos:R:3:mulliken_charge:R:1
C -3.24 -2.78 0.16 -0.720
H -1.28 5.27 -1.45 0.386
H -0.72 2.37 -2.16 0.187
H -2.91 1.90 -1.12 -0.056
H 2.31 -4.05 -2.51 0.317
H 0.17 2.95 2.86 0.446
H -4.29 -4.43 -1.58 0.337
H -3.18 -1.71 0.38 0.160
H -3.54 4.79 -1.73 0.350
C 1.51 0.45 -1.80 0.386
H -1.30 1.15 2.32 0.634
C 0.62 1.96 2.88 -0.681
H 3.28 1.55 0.74 0.399
C 3.40 2.31 -1.26 -0.976
C 0.73 1.47 4.33 -0.962
H 2.13 2.83 0.38 0.454
H -0.02 -4.64 1.58 0.533
H 1.23 2.24 4.92 0.459
O -0.96 -2.98 0.72 0.135
H 1.12 -0.45 5.24 0.346
H -4.13 2.94 -0.41 0.542
H -2.27 -4.60 0.82 0.443
H 2.56 0.36 4.64 0.365
C -2.13 3.21 0.37 -0.923
H -3.27 3.48 -2.85 0.354
C -2.92 3.92 -1.91 -0.815
H 2.88 -0.29 -3.28 0.508
C 3.97 1.08 -1.97 -0.853
C -2.25 -3.53 1.01 -0.439
H 1.52 -4.94 -0.36 0.525
H 4.78 0.66 -1.37 0.351
H 1.20 1.28 -2.43 0.505
C -0.24 0.98 2.08 0.052
O -2.93 -2.90 -1.23 -0.360
H -2.61 -4.97 -1.41 0.251
C -1.45 4.37 -2.04 -1.101
H 0.71 -4.53 -3.13 0.345
C -0.67 2.97 -0.08 0.228
H 4.22 2.96 -0.96 0.531
C 1.44 -0.66 3.11 -0.618
H 2.78 2.88 -1.95 0.176
H -1.23 4.63 -3.08 0.444
C 0.56 -4.43 -0.47 -0.765
H 1.76 -0.07 0.24 0.293
O -1.14 0.26 -0.40 -1.017
C 2.59 1.93 -0.02 -0.947
C 1.52 0.85 -0.32 0.779
C 1.51 0.15 4.41 -0.971
H -3.13 -4.10 -2.87 0.285
Fe -0.94 -1.66 -1.26 1.171
H 1.26 -2.85 -3.29 0.297
O 0.68 -3.35 -1.40 -0.179
H -2.24 4.25 0.67 0.608
H -0.17 -5.16 -0.83 0.333
C -0.49 3.27 -1.58 -0.403
H 3.16 -0.92 -1.66 0.187
H 1.61 -1.71 3.32 0.600
C 1.27 -3.73 -2.66 -0.899
H 1.63 2.03 2.46 0.131
C 2.90 -0.02 -2.23 -0.798
C 0.17 -3.84 0.86 -0.538
H -2.37 2.60 1.24 0.303
H 0.06 -1.09 1.50 -1.069
P -0.17 1.25 0.27 -0.063
H 4.40 1.40 -2.92 0.364
C -3.10 2.91 -0.77 -0.364
H -0.69 -0.89 3.07 0.638
C -3.25 -4.19 -1.80 -0.719
H -2.49 -3.35 2.07 0.301
H -4.26 -3.14 0.35 0.516
H 0.79 -0.38 -1.96 -0.971
H 0.98 -3.22 1.24 0.177
H 0.54 3.57 -1.79 0.047
H 2.24 -0.33 2.44 0.087
C 0.08 -0.50 2.41 0.548
H -0.28 1.36 4.73 0.372
H 0.00 3.61 0.51 1.021
```

---

The highest molar mass belongs to which entry?
C10H33B3IN10O24P

---

What is the molar mass in the fourth record?
486.45 g/mol